(1)
{"formula": "C23H52ClIN5O4Si", "method": "ωB97M-V/def2-TZVPD", "total_charge": 1, "e_tot_ha": -2529.36858, "gap_ha": 0.3014, "homo_energy_ev": -10.7157, "symbols": ["I", "Cl", "Si", "O", "O", "O", "O", "N", "N", "N", "N", "N", "C", "C", "C", "C", "C", "C", "C", "C", "C", "C", "C", "C", "C", "C", "C", "C", "C", "C", "C", "C", "C", "C", "C", "H", "H", "H", "H", "H", "H", "H", "H", "H", "H", "H", "H", "H", "H", "H", "H", "H", "H", "H", "H", "H", "H", "H", "H", "H", "H", "H", "H", "H", "H", "H", "H", "H", "H", "H", "H", "H", "H", "H", "H", "H", "H", "H", "H", "H", "H", "H", "H", "H", "H", "H", "H"], "xyz": [[-3.00928, -0.16057, 2.95238], [-3.00168, -1.88053, -1.81382], [-0.33649, -4.72631, -2.56049], [-1.83867, -0.90781, 0.34578], [-3.71843, -4.82440, -0.62368], [1.65242, -1.15853, 1.67102], [0.80434, -1.18421, 0.55413], [3.87019, 3.56710, 3.33846], [-0.75422, -4.13333, -0.94764], [-0.78540, 3.44280, -3.41214], [-2.93264, -2.97657, 0.56839], [-0.19656, -1.97086, -1.82263], [-3.22490, 2.87402, -3.03659], [0.39649, -2.54237, 0.43930], [-5.34914, -3.32001, 0.08240], [-2.33164, -3.59204, 1.74289], [-3.33801, 1.59908, -2.19840], [-2.03130, 2.84786, -3.99374], [2.00246, 2.58755, 0.45281], [-2.94574, -0.18731, 0.76416], [4.91440, 3.58566, 2.23534], [5.18078, 5.05467, 1.99052], [5.22750, 5.59745, 3.41155], [-0.66589, -2.73648, -0.66638], [2.12650, 2.28483, 1.94853], [4.12063, 2.44065, 4.28560], [-2.30102, 1.53085, -1.06185], [-3.92963, -3.81146, -0.07775], [-0.50045, -6.61016, -2.44360], [2.46237, 3.51723, 2.79319], [-2.89303, 1.29306, 0.32887], [-2.07323, -2.15362, -0.24287], [-1.50578, -4.19880, -3.93213], [4.05448, 4.90078, 4.08747], [1.48070, -4.44313, -3.04341], [1.61153, 1.71603, -0.07198], [0.81896, -1.96741, -1.82563], [-0.43034, -0.99253, -1.69121], [-1.44230, -6.92612, -2.01341], [-0.30454, 2.68422, -2.94308], [-1.68119, -4.43602, 1.53154], [-3.21906, 3.77609, -2.42997], [5.80409, 3.08932, 2.62002], [-4.35896, 1.52274, -1.83165], [2.83483, 1.46910, 2.09277], [-0.31507, -7.02679, -3.42848], [4.23083, 4.69517, 5.13934], [2.14535, -4.55541, -2.19243], [-3.19201, 0.77748, -2.88905], [1.57852, -3.43869, -3.44606], [1.26183, -3.12626, 0.12174], [-5.48799, -3.12256, 1.14702], [4.36448, 5.50890, 1.42496], [0.11695, -2.91900, 1.41880], [-1.77179, 1.83170, -4.26539], [3.35190, 2.45723, 5.05423], [6.10710, 5.22094, 1.44502], [-1.83626, 2.51114, -1.03621], [1.82007, 3.55463, 3.67291], [4.10039, 1.50054, 3.74343], [-1.42953, -3.14155, -4.14414], [-4.10780, 2.91252, -3.67071], [3.13633, 5.47331, 3.98462], [1.74970, -5.10018, -3.85945], [-1.06996, 4.07794, -2.67461], [4.55050, 3.04108, 1.36961], [1.15903, 1.90862, 2.28183], [-3.89607, -0.60112, 0.46829], [2.96112, 2.84400, -0.00250], [-5.51783, -2.38616, -0.43703], [-3.12618, -3.89446, 2.41224], [-1.29417, -4.82709, -4.79282], [5.14414, 6.68112, 3.45635], [-2.25720, 3.42311, -4.88340], [-2.51530, -4.44188, -3.62035], [-1.50483, 0.84186, -1.31257], [1.31508, 3.41582, 0.27711], [0.31601, -6.96288, -1.81523], [-6.04531, -4.09877, -0.18183], [-1.78732, -2.83063, 2.28508], [6.16380, 5.31587, 3.89662], [-3.91026, 1.66054, 0.30710], [-2.34506, 1.83926, 1.08100], [2.52508, -0.88100, 1.35904], [2.31177, 4.43402, 2.22470], [-0.36492, -4.69549, -0.20364], [5.10172, 2.58260, 4.73182]]}

---

(2)
{"formula": "C23H52ClNO8S5", "method": "ωB97M-V/def2-TZVPD", "e_tot_ha": -4014.89716, "gap_ha": 0.3258, "homo_energy_ev": -8.5210, "symbols": ["Cl", "S", "S", "S", "S", "S", "O", "O", "O", "O", "O", "O", "O", "O", "N", "C", "C", "C", "C", "C", "C", "C", "C", "C", "C", "C", "C", "C", "C", "C", "C", "C", "C", "C", "C", "C", "C", "C", "H", "H", "H", "H", "H", "H", "H", "H", "H", "H", "H", "H", "H", "H", "H", "H", "H", "H", "H", "H", "H", "H", "H", "H", "H", "H", "H", "H", "H", "H", "H", "H", "H", "H", "H", "H", "H", "H", "H", "H", "H", "H", "H", "H", "H", "H", "H", "H", "H", "H", "H", "H"], "xyz": [[-4.54350, 3.11308, -1.21127], [-4.76628, -4.29930, -4.32642], [6.25766, -0.89036, 0.27300], [6.01420, 4.39123, -2.68826], [3.20806, 2.73764, 1.55960], [-1.33365, -1.93788, -0.74318], [7.07022, 0.21114, -0.34093], [4.93454, 3.94617, -1.74660], [-4.66474, -1.72668, -0.67291], [-3.50134, -4.31355, -3.52007], [-2.39722, -0.31920, 5.22116], [-4.41807, 0.46902, -1.66112], [-1.45182, 3.83807, -0.43643], [2.65638, 1.79201, 2.58523], [-2.21346, 1.55156, -1.24573], [-2.85987, -0.09592, 3.82575], [-5.41941, -5.98659, -4.34256], [0.16257, -0.21695, 4.64418], [7.41403, -2.11378, 0.93622], [3.09735, 4.40814, 2.24494], [-2.56839, -1.55950, -2.11363], [-2.10347, -4.74239, -0.15200], [7.12095, 2.98399, -2.95008], [-5.12309, -0.50115, 2.29216], [5.64008, -1.92665, -1.07503], [-3.67648, 1.46687, -0.87323], [-1.42546, 2.47896, -0.34720], [5.01247, 2.62425, 1.63085], [-1.98884, 1.88637, -2.70228], [-5.33231, 0.77810, 1.23588], [-3.83152, 1.25072, 0.77647], [-4.29723, -4.26242, -6.07317], [-1.13182, 0.39518, 5.46578], [-0.38379, 1.90119, 0.82713], [-1.98668, -3.22224, 0.45431], [-4.50663, 0.00431, 3.76180], [-3.91715, -0.89759, -1.45344], [7.19134, 5.38183, -1.73663], [-1.66962, 3.01108, -2.90163], [-3.58959, -5.06677, -6.28784], [4.92014, -1.34607, -1.65697], [0.46478, -1.26602, 5.12278], [-0.88745, 0.24136, 6.62267], [-5.88730, 1.60939, 1.88875], [3.55804, 4.43780, 3.23524], [-2.41007, 0.94297, 3.48699], [2.04216, 4.67936, 2.32891], [-4.81355, 1.14082, 3.84648], [1.08548, 0.48714, 4.80029], [-3.60428, 2.25620, 1.37827], [7.94809, -1.66594, 1.77728], [-6.27559, -6.03984, -5.01938], [0.70049, 2.21006, 0.43561], [5.35551, 2.76349, 2.65875], [-1.21356, 1.56969, 5.28592], [-2.86115, 1.59486, -3.42490], [6.57747, 2.21320, -3.50117], [3.59850, 5.11186, 1.57633], [-0.57801, 2.43695, 1.87348], [7.44676, 2.58062, -1.98842], [8.13119, -2.40651, 0.16573], [-2.90191, -2.61498, -2.55928], [-2.86693, -4.85316, -1.03716], [8.05417, 5.62458, -2.36113], [-3.02835, -2.96170, 0.94186], [7.98613, 3.30437, -3.53554], [-0.41493, 0.73642, 0.93349], [-3.82556, -3.29986, -6.28540], [6.46628, -2.23086, -1.72207], [-2.51677, -5.43405, 0.72884], [6.69727, 6.30656, -1.42874], [7.51281, 4.83113, -0.84939], [-0.03473, -0.28142, 3.48704], [-3.03176, 0.43876, 1.07670], [-6.06503, 0.51768, 0.36164], [6.85949, -2.98832, 1.28493], [-5.74225, -6.24319, -3.33108], [5.45170, 3.38574, 0.98188], [-6.13341, -1.10876, 2.44603], [-2.40282, -0.94986, 3.16877], [-4.94949, -0.62221, 4.64931], [-5.18948, -4.37151, -6.69398], [-4.64295, -6.68498, -4.66353], [-4.30278, -1.26310, 1.87819], [-1.21810, -3.26914, 1.36650], [5.14307, -2.80717, -0.66142], [5.31186, 1.63419, 1.27968], [-1.04857, 1.23801, -3.05031], [-2.11363, -0.95752, -3.01538], [-1.02942, -5.16902, -0.41593]]}